{"formula": "C4H8N4", "method": "the ωB97M-V functional and the def2-TZVPD basis", "e_tot_ha": -376.051384, "gap_ev": 8.03, "homo_ev": -7.231, "smiles": "Nc1cc(N)n(N)c1", "symbols": ["C", "C", "C", "C", "H", "H", "H", "H", "H", "H", "H", "H", "N", "N", "N", "N"], "positions_angstrom": [[1.41, 0.01, -0.51], [0.68, -1.02, 0.17], [-0.69, -0.73, 0.29], [0.39, 1.16, -0.53], [3.71, -0.41, -0.71], [3.12, 0.89, -1.38], [1.13, -2.14, 0.15], [-2.01, -2.11, 0.91], [-0.95, -1.54, 2.12], [-2.71, 0.64, -0.05], [-2.25, 1.33, 1.04], [0.26, 1.91, -1.34], [2.74, 0.14, -1.01], [-1.66, -1.22, 1.23], [-0.79, 0.57, -0.08], [-1.87, 1.21, 0.24]], "lowdin_charge": [-0.27, -0.06, -0.36, 0.00, 0.18, -0.02, 0.14, 0.05, 0.17, 0.13, 0.00, 0.10, 0.05, 0.05, -0.24, 0.08]}



{"formula": "C37H32N6O2S2Ta", "method": "the ωB97M-V functional and the def2-TZVPD basis", "e_tot_ha": -2761.544475, "total_charge": 1, "gap_ev": 6.63, "homo_ev": -10.307, "symbols": ["Ta", "C", "C", "C", "C", "N", "C", "N", "C", "N", "C", "N", "C", "C", "C", "C", "C", "N", "C", "C", "C", "C", "C", "C", "H", "H", "H", "H", "H", "H", "H", "H", "H", "H", "H", "H", "C", "C", "S", "C", "C", "S", "H", "H", "H", "H", "H", "H", "C", "C", "C", "C", "C", "C", "N", "C", "C", "C", "C", "C", "C", "C", "O", "O", "C", "C", "H", "H", "H", "H", "H", "H", "H", "H", "H", "H", "H", "H", "H", "H"], "positions_angstrom": [[-0.12, 0.22, -0.26], [-2.74, 3.56, 0.83], [-1.94, 4.41, 1.52], [-0.65, 4.00, 1.91], [-0.23, 2.74, 1.58], [-0.98, 1.90, 0.78], [-2.23, 2.31, 0.38], [0.93, 2.31, 2.21], [1.32, 1.10, 2.25], [0.81, -0.02, 1.55], [1.48, -1.16, 1.95], [1.25, -2.37, 1.62], [0.18, -2.77, 0.86], [-0.10, -4.14, 0.89], [-1.19, -4.65, 0.24], [-2.02, -3.78, -0.46], [-1.70, -2.46, -0.50], [-0.62, -1.93, 0.14], [2.53, -0.76, 2.90], [3.47, -1.52, 3.57], [4.33, -0.84, 4.43], [4.24, 0.54, 4.61], [3.28, 1.29, 3.94], [2.44, 0.61, 3.08], [-3.76, 3.81, 0.58], [-2.31, 5.37, 1.85], [-0.03, 4.60, 2.55], [-2.95, 1.51, 0.34], [0.58, -4.76, 1.46], [-1.40, -5.71, 0.27], [-2.90, -4.13, -0.98], [-2.30, -1.75, -1.05], [3.53, -2.59, 3.43], [5.09, -1.39, 4.97], [4.92, 1.03, 5.28], [3.19, 2.36, 4.07], [3.56, -0.60, -3.34], [2.52, 0.05, -2.46], [1.33, -1.02, -1.74], [2.50, 1.35, -2.16], [3.52, 2.35, -2.59], [1.22, 1.97, -1.13], [3.45, -1.68, -3.34], [4.56, -0.36, -3.01], [3.45, -0.26, -4.37], [4.07, 2.00, -3.46], [4.24, 2.53, -1.79], [3.06, 3.31, -2.83], [-0.31, 6.94, -1.61], [-0.44, 5.76, -2.52], [0.68, 5.22, -3.14], [0.58, 4.13, -3.99], [-0.65, 3.56, -4.22], [-1.78, 4.08, -3.61], [-3.07, 3.51, -3.89], [-3.21, 2.18, -4.22], [-3.91, 1.82, -5.38], [-4.01, 0.51, -5.78], [-3.40, -0.51, -5.05], [-2.75, -0.19, -3.88], [-2.68, 1.14, -3.42], [-2.22, 1.37, -2.06], [-2.26, 2.47, -1.51], [-1.80, 0.31, -1.35], [-1.70, 5.19, -2.76], [-2.94, 5.76, -2.14], [0.72, 7.30, -1.59], [-0.59, 6.68, -0.58], [-0.95, 7.77, -1.91], [1.65, 5.68, -2.96], [1.46, 3.74, -4.49], [-0.75, 2.72, -4.90], [-3.66, 4.12, -4.43], [-4.34, 2.61, -5.99], [-4.54, 0.27, -6.69], [-3.44, -1.54, -5.39], [-2.29, -0.97, -3.28], [-3.73, 5.01, -2.08], [-3.32, 6.61, -2.72], [-2.74, 6.14, -1.13]], "lowdin_charge": [1.45, -0.04, -0.04, 0.00, -0.35, -0.08, -0.16, 0.18, -0.28, -0.07, -0.27, 0.18, -0.32, 0.02, -0.02, -0.03, -0.12, -0.08, -0.10, 0.01, -0.05, -0.05, 0.01, -0.10, 0.12, 0.12, 0.12, 0.14, 0.12, 0.12, 0.12, 0.09, 0.12, 0.11, 0.11, 0.12, -0.11, -0.72, 0.67, -0.70, -0.10, 0.73, 0.06, 0.09, 0.09, 0.08, 0.09, 0.05, -0.04, -0.22, -0.05, -0.09, -0.02, -0.21, 0.10, -0.19, 0.00, -0.05, -0.07, -0.01, -0.06, -0.44, 0.07, -0.26, -0.17, -0.03, 0.08, 0.07, 0.09, 0.11, 0.10, 0.12, 0.15, 0.12, 0.11, 0.11, 0.11, 0.07, 0.09, 0.07]}



{"formula": "C8H8I2OSi", "method": "the ωB97M-V functional and the def2-TZVPD basis", "multiplicity": 3, "e_tot_ha": -1269.641300, "gap_ev": [6.82, 5.62], "homo_ev": [-6.887, -8.436], "s2": 2.012, "symbols": ["C", "C", "C", "C", "C", "C", "C", "C", "O", "Si", "I", "I", "H", "H", "H", "H", "H", "H", "H", "H"], "positions_angstrom": [[0.53, -1.93, -2.93], [1.38, -1.75, -1.83], [-0.54, -1.03, -3.11], [1.27, -0.67, -0.98], [-0.67, 0.05, -2.29], [0.21, 0.21, -1.12], [-3.92, 2.62, 0.99], [-3.20, 1.66, 1.54], [-0.10, 1.08, -0.27], [-2.74, 0.02, 0.71], [-4.26, -0.34, -1.23], [-2.08, -2.07, 1.64], [0.50, -2.99, -3.37], [2.27, -2.32, -1.82], [-1.22, -1.12, -3.91], [1.82, -0.69, 0.01], [-1.59, 0.68, -2.29], [-3.94, 3.48, 1.57], [-4.25, 2.43, -0.05], [-2.48, 1.88, 2.33]], "lowdin_charge": [-0.10, -0.11, -0.10, -0.04, -0.05, -0.44, -0.09, -0.41, 0.14, -0.25, 0.39, 0.42, 0.13, 0.10, 0.10, 0.14, 0.07, 0.04, 0.02, 0.04]}



{"formula": "C33H29ClGeHgN2O9P2", "method": "the ωB97M-V functional and the def2-TZVPD basis", "e_tot_ha": -5435.087839, "total_charge": -2, "gap_ev": 6.71, "homo_ev": -2.440, "symbols": ["Hg", "O", "P", "O", "O", "O", "P", "O", "O", "O", "H", "H", "N", "C", "C", "C", "C", "C", "C", "C", "C", "N", "C", "H", "H", "H", "H", "H", "H", "H", "H", "Cl", "C", "C", "C", "C", "O", "C", "C", "O", "C", "H", "H", "H", "H", "C", "Ge", "C", "C", "C", "C", "C", "C", "C", "C", "C", "C", "C", "C", "C", "C", "C", "C", "H", "H", "H", "H", "H", "H", "H", "H", "H", "H", "H", "H", "H", "H", "H"], "positions_angstrom": [[0.63, 0.81, 0.41], [2.25, 2.60, 2.48], [3.02, 2.76, 1.06], [3.84, 3.99, 1.06], [1.89, 2.59, 0.04], [3.99, 1.49, 0.97], [3.94, -0.17, 0.80], [2.42, -0.25, 1.77], [4.58, -0.12, -0.91], [3.13, -0.45, -0.60], [2.84, 2.86, 3.19], [2.30, -1.16, 2.06], [-2.14, 2.59, -1.56], [-1.87, 2.91, -2.87], [-2.74, 3.60, -3.68], [-2.41, 3.89, -5.03], [-1.22, 3.50, -5.57], [-0.29, 2.80, -4.75], [0.99, 2.39, -5.19], [1.83, 1.75, -4.34], [1.39, 1.46, -3.03], [0.21, 1.80, -2.59], [-0.62, 2.49, -3.42], [-2.82, 3.15, -1.07], [-1.36, 2.33, -0.98], [-3.69, 3.93, -3.28], [-3.13, 4.43, -5.64], [-0.95, 3.73, -6.59], [1.29, 2.63, -6.21], [2.83, 1.45, -4.64], [2.04, 0.95, -2.32], [-0.27, 3.20, 7.65], [-0.52, 2.57, 6.01], [-0.52, 1.18, 5.79], [-0.72, 0.69, 4.53], [-0.94, 1.54, 3.39], [-1.11, 1.05, 2.24], [-0.95, 2.94, 3.66], [-1.20, 3.97, 2.64], [-1.57, 3.82, 1.50], [-0.72, 3.42, 4.96], [-0.34, 0.51, 6.62], [-0.69, -0.38, 4.33], [-1.04, 5.00, 3.03], [-0.72, 4.50, 5.12], [-2.78, -0.63, 0.06], [-0.89, -1.10, -0.14], [-0.90, -2.13, -1.82], [-0.10, -1.83, -2.93], [-0.21, -2.56, -4.11], [-1.12, -3.60, -4.21], [-1.91, -3.92, -3.11], [-1.80, -3.19, -1.93], [-0.63, -2.52, 1.23], [-1.59, -2.69, 2.20], [-1.41, -3.60, 3.28], [-0.26, -4.32, 3.39], [0.78, -4.16, 2.43], [2.01, -4.85, 2.56], [3.01, -4.66, 1.65], [2.83, -3.78, 0.56], [1.64, -3.12, 0.41], [0.58, -3.27, 1.35], [-3.41, -1.52, 0.14], [-3.09, -0.05, -0.82], [-2.91, 0.00, 0.94], [0.62, -1.02, -2.87], [0.42, -2.30, -4.96], [-1.20, -4.17, -5.13], [-2.61, -4.75, -3.17], [-2.42, -3.46, -1.08], [-2.50, -2.11, 2.16], [-2.20, -3.71, 4.02], [-0.11, -5.00, 4.22], [2.15, -5.52, 3.40], [3.96, -5.17, 1.78], [3.64, -3.59, -0.14], [1.53, -2.43, -0.42]], "lowdin_charge": [1.03, -0.16, 0.15, -0.32, -0.43, -0.41, 0.69, -0.43, -0.37, -0.44, 0.07, 0.00, 0.14, -0.25, -0.05, -0.12, -0.08, -0.17, -0.03, -0.04, -0.14, 0.11, -0.16, 0.10, 0.05, 0.10, 0.09, 0.09, 0.10, 0.10, 0.09, 0.54, -0.68, -0.13, -0.01, -0.41, -0.18, -0.14, -0.25, 0.01, -0.10, 0.09, 0.10, 0.11, 0.10, -0.27, 0.83, -0.31, -0.10, -0.10, -0.12, -0.11, -0.12, -0.24, -0.11, -0.09, -0.06, -0.18, -0.06, -0.09, -0.08, -0.06, -0.18, 0.01, 0.00, 0.00, 0.08, 0.09, 0.09, 0.09, 0.09, 0.08, 0.09, 0.10, 0.10, 0.09, 0.11, 0.08]}



{"formula": "C2H10NS2", "method": "the ωB97M-V functional and the def2-TZVPD basis", "multiplicity": 2, "e_tot_ha": -932.612172, "total_charge": 2, "gap_ev": [10.87, 7.21], "homo_ev": [-19.375, -19.527], "s2": 0.754, "symbols": ["C", "N", "H", "H", "H", "H", "H", "H", "C", "S", "S", "H", "H", "H", "H"], "positions_angstrom": [[-1.71, -0.99, 1.02], [-0.61, -1.41, 1.97], [-2.60, -1.47, 1.42], [-1.75, 0.07, 0.89], [-1.54, -1.47, 0.06], [-0.02, -2.15, 1.58], [-0.92, -1.81, 2.87], [0.08, -0.68, 2.13], [0.97, 2.11, -2.24], [0.34, 0.95, -1.02], [2.02, 0.30, -0.03], [1.32, 1.55, -3.12], [1.80, 2.69, -1.85], [0.07, 2.64, -2.57], [2.54, -0.31, -1.12]], "lowdin_charge": [-0.01, 0.16, 0.12, 0.07, 0.10, 0.17, 0.18, 0.13, -0.32, 0.69, 0.56, 0.09, 0.07, 0.07, -0.09]}



{"formula": "CrFHO2P", "method": "the ωB97M-V functional and the def2-TZVPD basis", "multiplicity": 5, "e_tot_ha": -1636.537762, "total_charge": 1, "gap_ev": [8.34, 11.01], "homo_ev": [-14.917, -17.426], "s2": 6.009, "symbols": ["P", "O", "O", "F", "Cr", "H"], "positions_angstrom": [[1.65, 0.84, -0.04], [1.92, -0.72, -0.07], [0.17, 0.86, 0.36], [-3.24, -0.10, -0.34], [-1.58, 0.38, -0.10], [1.08, -1.25, 0.19]], "lowdin_charge": [1.05, -0.25, -0.59, -0.48, 1.15, 0.12]}



{"formula": "C13H17CeFN2", "method": "the ωB97M-V functional and the def2-TZVPD basis", "e_tot_ha": -1189.328879, "total_charge": 2, "gap_ev": [5.17, 5.18], "homo_ev": [-15.756, -15.756], "symbols": ["C", "C", "H", "H", "H", "H", "H", "H", "C", "C", "C", "C", "H", "H", "H", "H", "N", "C", "C", "N", "C", "C", "C", "H", "H", "C", "H", "H", "Ce", "C", "H", "H", "H", "F"], "positions_angstrom": [[-0.34, 1.30, 3.62], [-0.35, -1.20, 3.66], [0.72, 1.63, 3.77], [-0.88, 1.19, 4.57], [-0.80, 2.10, 2.97], [-0.02, -2.09, 3.03], [0.33, -1.10, 4.52], [-1.39, -1.35, 3.99], [0.53, 2.75, -0.46], [0.76, 3.53, -1.61], [0.97, 2.87, -2.82], [0.90, 1.47, -2.87], [0.37, 3.21, 0.52], [0.78, 4.63, -1.54], [1.19, 3.45, -3.73], [1.03, 0.95, -3.81], [0.51, 1.39, -0.51], [0.65, 0.72, -1.69], [0.52, -0.77, -1.70], [0.33, -1.42, -0.51], [0.09, -2.76, -0.48], [0.38, -2.92, -2.86], [0.13, -3.55, -1.64], [-0.12, -3.20, 0.50], [-0.05, -4.63, -1.57], [0.56, -1.53, -2.89], [0.73, -1.03, -3.84], [0.42, -3.52, -3.79], [0.20, -0.01, 1.58], [-2.27, -0.01, 0.91], [-2.70, -1.02, 0.73], [-2.46, 0.59, 0.00], [-2.84, 0.45, 1.73], [2.14, -0.11, 2.22]], "lowdin_charge": [0.01, 0.00, 0.09, 0.08, 0.09, 0.08, 0.08, 0.08, -0.07, 0.00, 0.01, 0.04, 0.13, 0.14, 0.14, 0.12, -0.04, -0.16, -0.16, -0.03, -0.08, 0.01, 0.00, 0.13, 0.13, 0.04, 0.12, 0.14, 1.28, -0.13, 0.03, 0.03, 0.02, -0.36]}



{"formula": "C26H33BO3S", "method": "the ωB97M-V functional and the def2-TZVPD basis", "e_tot_ha": -1659.234868, "gap_ev": 7.13, "homo_ev": -6.741, "symbols": ["C", "O", "C", "C", "C", "C", "C", "C", "C", "H", "H", "H", "H", "H", "H", "H", "H", "H", "C", "C", "C", "C", "C", "B", "C", "C", "C", "C", "C", "S", "O", "C", "C", "C", "C", "C", "C", "O", "C", "C", "H", "H", "H", "H", "H", "H", "H", "H", "H", "H", "H", "H", "H", "H", "H", "H", "H", "H", "H", "H", "H", "H", "H", "H"], "positions_angstrom": [[2.00, 1.91, -2.17], [0.66, 1.79, -1.64], [0.08, 0.55, -1.66], [-1.29, 0.48, -2.17], [-1.96, -0.75, -2.02], [-3.28, -0.85, -2.44], [-3.92, 0.30, -2.93], [-3.20, 1.48, -3.17], [-1.87, 1.57, -2.82], [2.58, 2.53, -1.48], [2.48, 0.94, -2.30], [1.89, 2.37, -3.17], [0.76, -0.16, -2.44], [-1.43, -1.60, -1.63], [-3.79, -1.82, -2.36], [-4.99, 0.25, -3.13], [-3.68, 2.34, -3.62], [-1.26, 2.44, -3.05], [-3.91, 3.66, -0.12], [-2.78, 2.74, 0.14], [-3.05, 1.38, 0.34], [-2.00, 0.58, 0.78], [-0.86, 1.25, 1.25], [0.81, -0.70, -1.14], [-0.18, 0.71, 2.35], [-0.53, -0.46, 3.04], [0.00, -0.48, 4.36], [0.99, 0.49, 4.52], [1.76, 0.86, 5.71], [1.27, 1.39, 3.07], [0.27, -1.92, -0.72], [1.48, -2.72, -0.72], [1.29, -3.95, 0.11], [1.65, -3.20, -2.20], [2.52, -1.68, -0.08], [2.71, -1.78, 1.46], [3.88, -1.67, -0.75], [1.94, -0.37, -0.36], [-0.47, 2.47, 0.68], [-1.46, 3.24, 0.09], [-3.55, 4.67, -0.02], [-4.36, 3.49, -1.10], [-4.66, 3.48, 0.65], [-4.07, 1.00, 0.19], [-1.99, -0.51, 0.76], [-1.18, -1.24, 2.61], [-0.32, -1.15, 5.17], [1.44, 0.23, 6.54], [2.83, 0.68, 5.50], [1.58, 1.92, 5.94], [2.16, -4.56, -0.12], [1.24, -3.67, 1.18], [0.39, -4.45, -0.25], [2.55, -3.83, -2.34], [0.72, -3.76, -2.46], [1.76, -2.43, -2.98], [3.26, -2.71, 1.70], [3.36, -0.95, 1.81], [1.74, -1.75, 2.00], [4.36, -2.65, -0.66], [3.77, -1.40, -1.81], [4.53, -0.93, -0.26], [0.59, 2.72, 0.70], [-1.28, 4.22, -0.36]], "lowdin_charge": [-0.02, -0.13, -0.17, -0.17, -0.03, -0.07, -0.09, -0.09, -0.02, 0.10, 0.08, 0.10, 0.21, 0.11, 0.11, 0.10, 0.10, 0.13, -0.06, -0.29, -0.03, -0.02, -0.27, -0.73, -0.46, -0.12, -0.12, -0.61, -0.13, 1.08, 0.09, -0.44, -0.01, -0.01, -0.42, -0.01, -0.02, 0.09, -0.05, -0.03, 0.07, 0.07, 0.08, 0.13, 0.12, 0.12, 0.11, 0.08, 0.08, 0.08, 0.10, 0.09, 0.10, 0.09, 0.10, 0.09, 0.09, 0.09, 0.08, 0.09, 0.09, 0.10, 0.11, 0.12]}



Number 1: maximum force 9.69 eV/Å. Number 2: maximum force 2.23 eV/Å. Number 3: maximum force 3.88 eV/Å. Number 4: maximum force 0.62 eV/Å. Number 5: maximum force 1.35 eV/Å. Number 6: maximum force 3.11 eV/Å. Number 7: maximum force 5.61 eV/Å. Number 8: maximum force 5.69 eV/Å.